ORCA calculation (ωB97M-V with the def2-TZVPD basis set) on a structure of composition C15H20ClMoO5 in a non-equilibrium geometry.

Each line ends with the natural charge from an NBO analysis.
Element x y z (Å)
Mo -0.0771 0.4722 1.0136  0.630
Cl -0.0862 -0.4245 4.8458  2.486
O -0.1235 -1.3099 3.6436  -0.861
O 0.5233 0.8595 4.4096  -0.875
O -0.1789 -1.0904 -1.3853  -0.530
O -1.4356 -0.1755 5.3236  -0.856
O 0.7310 -1.0314 5.8767  -0.849
C 1.8067 1.6002 1.6595  -0.312
C -0.2439 -0.7049 -2.7960  0.282
C -1.6843 1.4141 -0.1973  -0.342
C 0.4171 -2.3661 -1.7459  -0.051
C -1.3672 2.2502 0.9386  -0.302
C -1.6886 -0.6109 -3.2443  -0.632
C 0.4645 -2.0200 -3.2327  -0.462
C 2.3367 -0.6045 1.1179  -0.297
C -2.1644 0.2016 1.7418  -0.273
C -1.6376 1.4932 2.1417  -0.322
C 2.0646 0.2833 2.2080  -0.281
C 2.2041 0.1244 -0.0991  -0.279
C 0.5355 0.5596 -3.0633  -0.630
C 1.8589 1.4888 0.2179  -0.348
C -2.2079 0.1618 0.3035  -0.305
H -0.2682 -3.1821 -1.4913  0.176
H -0.1474 -2.6650 -3.8666  0.202
H -1.0396 3.2840 0.8990  0.226
H 1.5778 0.4551 -2.7440  0.218
H 0.5195 0.7773 -4.1408  0.201
H -2.3048 -1.3596 -2.7322  0.222
H 2.7209 -1.6155 1.2236  0.223
H 1.3979 -2.4846 -1.2743  0.186
H -1.7501 -0.7794 -4.3288  0.202
H -2.6756 -0.6139 -0.2953  0.228
H -1.5238 1.8512 3.1545  0.267
H 1.7559 2.3076 -0.4874  0.225
H -1.6648 1.7227 -1.2365  0.215
H 0.0858 1.4098 -2.5306  0.229
H 2.5109 -0.2237 -1.0792  0.205
H 2.1837 0.0542 3.2579  0.269
H -2.5481 -0.5605 2.4089  0.257
H 1.7289 2.5229 2.2230  0.238
H -2.0847 0.3885 -3.0239  0.215
H 1.4788 -1.8600 -3.6140  0.205

For the electronic energy, the calculation gives -1487.8529 hartree. Its spin multiplicity is 3. For the HOMO-LUMO gap (spin up / spin down), the calculation gives 6.1 / 5.5 eV. As for the net charge: -1.

---

ORCA calculation (ωB97M-V with the def2-TZVPD basis set) on a cluster of 3 separate species, C4H13N2O3S in total in a non-equilibrium geometry.

Each line ends with the natural charge from an NBO analysis.
Element x y z (Å)
S -0.7912 -0.1388 -2.5214  -0.725
O -0.4095 -2.9996 -0.7744  -0.982
O 2.4573 1.1889 0.5671  -0.667
O -3.2720 1.3694 -0.7326  -0.991
N 1.3631 -0.3275 1.8077  -0.618
N -0.2038 2.1340 -0.1186  -0.860
C 0.2064 -1.1538 2.1553  -0.430
C 0.2089 0.7436 -0.1177  -0.177
C 1.4248 0.5602 0.7754  0.677
C 0.7202 0.2855 -1.5449  -0.500
H 0.2799 -3.1121 -1.4438  0.463
H -0.4365 2.4511 -1.0560  0.376
H -0.6661 -0.5283 2.1014  0.215
H -3.1114 0.7270 -1.4366  0.495
H -2.4203 1.6229 -0.3586  0.485
H 0.2541 -1.3286 3.2304  0.192
H -0.6230 -2.0666 -0.9719  0.493
H 1.3206 -0.6020 -1.3964  0.176
H 1.2721 1.1046 -1.9978  0.199
H -0.5947 0.0369 0.0764  0.203
H 2.2808 -0.6254 2.0937  0.385
H 0.1631 -2.0193 1.4974  0.229
H 0.5771 2.6781 0.1658  0.366

For the electronic energy, the calculation gives -893.6966 hartree. The energy above the lowest of the compared OMol25 structures with the same formula, charge and spin comes out at 116.15 kJ/mol. For the HOMO-LUMO gap, the calculation gives 6.7 eV. As for the net charge: -1.

---

ORCA calculation (ωB97M-V with the def2-TZVPD basis set) on a structure of composition C42H47F6N5OP2SbTl in a non-equilibrium geometry.

Each line ends with the natural charge from an NBO analysis.
Element x y z (Å)
Tl -0.8331 -0.1783 -0.8218  0.785
Sb -4.0084 -2.3557 0.3766  3.178
P -3.2609 1.7826 0.6220  0.790
P 0.5906 -2.5797 0.3303  0.741
F -5.0263 -2.0928 1.9457  -0.668
F -2.9307 -0.7781 0.9131  -0.727
F -2.7884 -3.3316 1.4177  -0.658
F -5.2747 -1.1331 -0.3939  -0.698
F -4.7976 -3.9024 -0.3159  -0.649
F -3.0985 -2.1259 -1.2942  -0.685
O 4.7755 -0.1807 -0.5428  -0.504
N 1.4958 3.1416 -0.1684  -0.672
N 2.6092 0.3238 -0.3416  -0.509
N -5.5589 2.0745 -0.9586  -0.438
N -5.9462 1.8911 1.4011  -0.437
N -5.0993 3.9774 0.4842  -0.393
C 1.0698 2.2799 2.0839  -0.180
C 2.7426 2.9828 -2.3637  -0.184
C 4.6178 -2.6277 -1.0056  -0.175
C 3.4847 -0.5964 -0.4873  0.547
C 4.8249 -3.9857 -1.0780  -0.197
C 1.5608 4.6130 1.8114  -0.239
C 2.8553 2.8981 -0.7375  0.200
C 3.8617 3.8297 -2.9176  -0.057
C 1.4908 4.7932 3.1855  -0.208
C 0.9867 2.4640 3.4556  -0.228
C 3.3484 1.5858 -0.1077  -0.124
C 0.4921 -4.9044 2.0741  -0.212
C 2.8449 1.6057 -3.0628  -0.589
C 3.6888 5.0678 -3.4428  -0.281
C -0.1447 -3.5865 -1.0213  -0.328
C 1.2148 3.7141 4.0126  -0.209
C 2.4059 5.6258 -3.6016  -0.180
C 1.3839 3.3495 1.2499  0.122
C 0.1222 -3.1063 -2.3082  -0.265
C -0.1357 -4.6514 4.3873  -0.182
C -3.6577 3.6432 0.6740  -0.546
C 3.8403 3.9810 -0.2515  -0.656
C -0.4330 -3.7152 -3.4187  -0.141
C 4.8058 1.2322 -0.4215  -0.081
C -5.5855 3.4819 -0.8878  -0.045
C 2.3444 -2.9499 -0.2092  -0.320
C 0.0957 -2.7233 2.9833  -0.200
C -6.3993 1.4807 0.0764  -0.091
C -1.5654 -5.2716 -1.9873  -0.174
C -0.1863 -3.2767 4.2203  -0.196
C 0.4273 -3.5257 1.8898  -0.265
C 1.4179 3.5835 -2.7736  -0.146
C -5.9701 3.2910 1.5516  -0.045
C 0.2144 -5.4574 3.3146  -0.205
C 3.8029 -4.8420 -0.7239  -0.200
C -4.6672 1.2852 1.7587  -0.522
C 2.5938 -4.3202 -0.3153  -0.129
C 3.4022 -2.0700 -0.5710  -0.054
C -1.2768 -4.8058 -3.2587  -0.216
C 1.2846 4.8183 -3.3228  -0.259
C -4.2097 1.5115 -0.9742  -0.538
C -1.0076 -4.6641 -0.8691  -0.230
H 3.4973 4.9716 -0.5488  0.225
H 0.7450 1.6265 4.0973  0.217
H 0.2585 -6.5312 3.4403  0.223
H 3.8229 1.1443 -2.9313  0.208
H -1.7155 -5.2828 -4.1247  0.223
H -6.9828 3.6774 1.4214  0.218
H -3.0870 4.1362 -0.1178  0.234
H 1.7702 5.4595 1.1678  0.215
H -7.4323 1.8044 -0.0697  0.204
H -6.3513 0.3961 0.0040  0.272
H 4.8353 3.8376 -0.6666  0.221
H 3.9479 -5.9131 -0.7676  0.224
H -0.4637 -2.6361 5.0472  0.218
H 0.7366 -5.5744 1.2626  0.211
H -4.9336 3.9265 -1.6410  0.217
H 1.6754 5.7714 3.6102  0.221
H -5.2352 4.9866 0.5432  0.425
H -4.2802 0.4377 -1.1512  0.280
H 0.5415 2.9565 -2.6663  0.202
H 4.5495 5.6228 -3.7945  0.223
H 5.1714 1.6584 -1.3578  0.180
H 5.4873 1.4983 0.3838  0.205
H 1.1453 3.9730 -0.6344  0.378
H 2.0896 0.9138 -2.7017  0.217
H -3.6494 1.9524 -1.8046  0.219
H 1.7910 -5.0076 -0.0977  0.199
H 3.9225 3.9551 0.8347  0.222
H -6.6037 3.8539 -1.0154  0.220
H -0.3892 -5.0937 5.3413  0.223
H 2.6859 1.7563 -4.1306  0.225
H 2.2797 6.6170 -4.0124  0.215
H -4.7686 0.2018 1.7204  0.277
H 0.8923 1.3033 1.6465  0.214
H 3.2559 1.7622 0.9691  0.221
H -0.2173 -3.3340 -4.4085  0.213
H -4.4090 1.5544 2.7858  0.228
H 0.2996 5.1746 -3.6058  0.214
H 0.0322 -1.6496 2.8460  0.212
H -3.3198 4.0496 1.6291  0.240
H -1.2524 -5.0400 0.1139  0.237
H 1.1771 3.8519 5.0845  0.220
H -2.2453 -6.1025 -1.8558  0.226
H 0.8008 -2.2667 -2.4407  0.209
H 5.7788 -4.3737 -1.4077  0.225
H -5.5835 3.5871 2.5273  0.220
H 5.4171 -1.9605 -1.2897  0.243
H 4.8555 3.3975 -2.9038  0.190

For the electronic energy, the calculation gives -3672.1680 hartree. Its spin multiplicity is 2. For the HOMO-LUMO gap (spin up / spin down), the calculation gives 6.7 / 8.1 eV. As for the net charge: +1.

---

ORCA calculation (ωB97M-V with the def2-TZVPD basis set) on the molecule C11H16N2O5 in a non-equilibrium geometry.

Each line ends with the natural charge from an NBO analysis.
Element x y z (Å)
O -1.6463 -0.4656 -2.1298  -0.718
O 3.2343 2.4740 0.8086  -0.493
O 0.0504 1.7662 2.1975  -0.231
O 1.4034 1.5441 2.0591  -0.263
O 1.2815 3.5658 1.1002  -0.536
N -1.9497 0.5522 0.4670  -0.608
N 2.7653 -0.8332 -2.0088  -0.426
C -1.1327 -0.2824 1.3657  -0.251
C 2.1496 0.3685 -2.1540  0.055
C -2.1676 -2.5674 -0.8551  -0.660
C -0.5934 0.5614 2.5966  -0.103
C 3.8304 0.1218 0.0705  -0.303
C -3.0764 -0.2002 -0.1213  -0.234
C 1.9351 2.5989 1.3223  0.959
C -2.6457 -1.1205 -1.3357  0.098
C 3.1252 1.3925 -0.1127  0.300
C 3.5868 -0.9053 -0.9287  0.043
C 2.2482 1.5257 -1.2802  -0.307
H -1.3291 -1.1013 -2.7932  0.468
H -3.8110 0.5411 -0.5354  0.207
H -0.2552 -0.7021 0.8025  0.199
H 4.5085 -0.0311 0.9344  0.242
H -3.5447 -1.2521 -1.9996  0.159
H -1.6936 -1.1804 1.7728  0.171
H 4.1196 -1.8786 -0.7740  0.199
H 1.4638 0.4726 -3.0332  0.204
H -2.6174 -2.7691 0.1562  0.211
H 1.6958 2.4713 -1.4684  0.257
H -1.0602 -2.4876 -0.6984  0.219
H -1.4900 0.7619 3.2503  0.199
H 0.0835 -0.0811 3.2289  0.204
H -3.6410 -0.7939 0.6624  0.166
H -2.4470 -3.3555 -1.5988  0.216
H -2.3803 1.2891 1.0322  0.354

For the electronic energy, the calculation gives -914.2856 hartree. The energy above the lowest of the compared OMol25 structures with the same formula, charge and spin comes out at 607.79 kJ/mol. For the HOMO-LUMO gap, the calculation gives 9.7 eV. Its SMILES is C[C@H](O)CNCCOOC(=O)Oc1ccncc1. As for the net charge: 0.